Entry from OMol25: a cluster of 11 separate species, C40H66F4N2O22S5 in total (ωB97M-V with the def2-TZVPD basis set).

Last column: Löwdin charge in e.
CARTESIAN COORDINATES (ANGSTROEM)
O 13.6837 11.3050 10.5089  0.207
C 14.1220 10.6630 11.3626  -0.597
O 15.3682 10.0574 11.4949  0.018
C 15.6082 9.4902 12.7395  -0.092
C 14.1987 9.5472 13.4021  -0.251
F 14.1785 10.3062 14.5150  0.051
O 13.4189 10.2343 12.3908  0.119
H 15.9460 8.4084 12.6049  0.151
H 16.3893 9.9937 13.3292  0.127
H 13.5740 8.6415 13.6952  0.169
O 14.2259 14.4331 9.9502  0.181
C 14.3226 15.3571 10.6817  -0.566
O 15.4589 15.7667 11.2712  0.062
C 15.1222 16.9585 11.9998  -0.055
C 13.7226 17.3473 11.5160  -0.286
F 13.8600 18.3956 10.5827  0.019
O 13.2785 16.1997 10.9369  0.129
H 15.0618 16.7642 13.0691  0.078
H 15.8067 17.7727 11.7888  0.142
H 12.9882 17.6590 12.2402  0.160
O 14.8287 16.0568 18.9126  0.172
C 15.9693 15.9474 19.1248  -0.566
O 16.8396 15.4444 18.2677  0.086
C 18.0871 15.3001 18.8953  -0.069
C 17.9578 15.9657 20.2517  -0.234
F 18.6334 17.1849 20.2115  0.039
O 16.5377 16.2303 20.3940  0.099
H 18.2198 14.2472 19.0460  0.112
H 18.8850 15.6550 18.2426  0.130
H 18.2739 15.3332 21.0744  0.166
O 11.4415 8.5425 17.7432  0.165
C 12.1321 7.6610 17.3025  -0.497
O 11.7181 6.3878 17.0052  0.081
C 12.9266 5.6741 16.6878  -0.056
C 14.0382 6.7102 16.5090  -0.305
F 14.1277 6.9897 15.1871  0.041
O 13.4875 7.8505 17.1118  0.123
H 13.2029 4.8619 17.3684  0.140
H 12.7172 5.3133 15.6518  0.150
H 15.0451 6.4464 16.8211  0.171
O 13.8394 20.6883 16.8185  -0.334
S 15.2320 20.7697 17.3225  0.668
O 15.5495 21.4832 18.5059  -0.317
C 15.9544 19.1686 17.4824  -0.231
C 16.6116 18.8540 16.1488  -0.212
C 16.3803 20.0076 15.1565  -0.220
C 16.2460 21.2657 15.9494  -0.249
H 15.1464 18.4837 17.7414  0.088
H 16.6608 19.1642 18.2920  0.100
H 17.6312 18.7618 16.3474  0.090
H 16.2015 17.9357 15.7717  0.067
H 15.3585 19.8635 14.6827  0.123
H 17.0840 20.0168 14.3825  0.093
H 15.6402 21.9962 15.3836  0.114
H 17.1459 21.7817 16.3147  0.116
O 16.5568 12.5420 19.6337  -0.336
S 15.2599 12.2346 20.2603  0.670
O 15.0463 10.8841 20.6724  -0.306
C 14.9492 13.3425 21.6754  -0.201
C 13.4120 13.1093 21.8919  -0.178
C 12.7767 13.3170 20.4889  -0.168
C 13.8535 12.9262 19.4469  -0.239
H 15.3525 14.2933 21.3604  0.072
H 15.5348 13.0382 22.5847  0.125
H 13.3745 12.0586 22.1370  0.096
H 12.9984 13.7240 22.6860  0.113
H 12.6579 14.4164 20.3502  0.099
H 11.8097 12.8910 20.2827  0.111
H 14.3892 13.8184 19.1065  0.063
H 13.5575 12.3211 18.5696  0.124
O 19.2445 16.8525 13.7427  -0.322
S 20.2852 16.2942 14.5750  0.661
O 20.0051 16.3067 16.0067  -0.346
C 20.7775 14.6449 14.1276  -0.263
C 22.2655 14.6871 14.4238  -0.222
C 22.7832 15.9831 13.7690  -0.212
C 21.8906 17.0708 14.3436  -0.220
H 20.5198 14.4664 13.0748  0.086
H 20.2134 14.1109 14.8847  0.080
H 22.4367 14.7878 15.5295  0.136
H 22.7424 13.8188 13.9636  0.119
H 22.5498 15.9297 12.6902  0.122
H 23.8714 16.0485 13.9461  0.125
H 21.6795 17.7867 13.6024  0.081
H 22.2050 17.4666 15.3043  0.111
O 10.5360 14.0898 12.4688  -0.331
S 9.6793 13.3616 11.5580  0.655
O 8.5666 12.6805 12.1799  -0.336
C 9.1006 14.4713 10.3079  -0.208
C 10.2860 14.4578 9.2733  -0.192
C 10.7495 13.0212 9.1687  -0.213
C 10.6804 12.2690 10.5129  -0.182
H 8.9519 15.3880 10.8720  0.102
H 8.1756 14.0351 9.9152  0.109
H 9.9318 14.7916 8.3211  0.105
H 11.1255 14.9886 9.6630  0.091
H 11.7350 12.8901 8.6750  0.125
H 10.0746 12.5513 8.4539  0.107
H 11.6003 11.9653 10.9869  0.074
H 10.1323 11.3829 10.5104  0.075
O 13.9960 14.3122 13.2649  -0.272
S 15.1211 13.5415 13.6910  0.691
O 15.4327 12.3453 12.9408  -0.276
C 16.5863 14.4881 13.9000  -0.207
C 17.3578 13.8465 15.0791  -0.149
C 16.4039 12.7986 15.7622  -0.177
C 14.9556 13.1012 15.4297  -0.198
H 16.2886 15.4824 14.1016  0.075
H 16.9857 14.3684 12.9074  0.085
H 18.2603 13.2988 14.6994  0.085
H 17.5952 14.6133 15.7470  0.071
H 16.6067 12.7935 16.8015  0.079
H 16.5625 11.7439 15.4150  0.122
H 14.5885 14.0081 15.8267  0.074
H 14.1655 12.3770 15.4531  0.094
C 20.1367 13.0731 8.8777  -0.073
C 18.6262 13.2432 9.3029  -0.231
C 18.0682 12.1980 10.2415  -0.179
C 18.6798 12.3108 11.6011  -0.170
N 19.1865 12.6379 12.5748  0.177
H 20.2711 12.0770 8.4322  0.079
H 20.8485 13.4469 9.5560  0.045
H 20.3283 13.7236 8.0283  0.061
H 17.9562 13.3699 8.4814  0.100
H 18.4771 14.1545 9.9132  0.113
H 18.1714 11.1409 9.8507  0.140
H 17.0234 12.3286 10.4896  0.101
C 11.7895 16.3403 18.0562  -0.092
C 11.9196 15.2351 16.9883  -0.252
C 11.8649 15.8008 15.6062  -0.178
C 12.9959 16.7089 15.3946  -0.149
N 13.9223 17.4229 15.1686  0.203
H 12.0072 15.9708 19.0870  0.062
H 10.7714 16.8342 17.9472  0.100
H 12.4242 17.1764 17.8336  0.047
H 11.0284 14.6264 17.0520  0.115
H 12.7994 14.7089 17.2338  0.067
H 10.8920 16.3125 15.3810  0.152
H 11.9055 15.0176 14.8812  0.094

Forces on atoms 1 to 2 (eV/Å):
O -0.0626 1.4261 -2.4845
C 2.0936 -2.5435 2.5718

Output
E_HOMO in eV: -9.76
Energy relative to the best compared isomer or geometry (same formula, charge and spin) in eV: 0.879
Gap between HOMO and LUMO in eV: 10.0